--- w ---
Entry from OMol25: C5H7N3O3S in the gas phase (the ωB97M-V functional and the def2-TZVPD basis).

- ⟨S²⟩: 2.036
- E_HOMO (spin up / spin down): -0.221 / -0.317 hartree
- Gap between HOMO and LUMO (spin up / spin down): 5.999 / 6.975 eV

Structure (ORCA input):
```
! wB97M-V def2-TZVPD RIJCOSX def2/J DEFGRID3
* xyz 0 3
C -0.488 1.123 -0.897
C -1.734 1.746 -0.677
C 2.249 -0.155 0.566
C -0.720 -1.288 -0.122
C 1.321 -0.403 -0.685
N -0.065 -0.148 -0.554
N 1.642 0.065 1.732
N -2.001 -1.282 0.201
O 3.463 -0.294 0.389
O -2.762 -2.259 0.381
O -2.446 -0.103 0.793
S -3.247 1.155 -0.091
H 0.246 1.760 -1.328
H -1.801 2.537 -1.323
H -0.183 -2.162 -0.105
H 1.705 -1.317 -1.110
H 1.697 0.270 -1.392
H 0.735 0.539 1.746
H 2.390 0.216 2.475
*
```

--- x ---
Entry from OMol25: C5H7N3O3S in the gas phase (the ωB97M-V functional and the def2-TZVPD basis).

- ⟨S²⟩: 2.012
- E_HOMO (spin up / spin down): -0.219 / -0.381 hartree
- Gap between HOMO and LUMO (spin up / spin down): 6.552 / 7.515 eV

Structure (ORCA input):
```
! wB97M-V def2-TZVPD RIJCOSX def2/J DEFGRID3
* xyz 0 3
C 0.202 -0.961 -1.440
C 2.535 -0.063 -0.789
C -1.813 0.180 1.370
C 1.113 -0.491 -0.343
C -2.682 0.465 2.601
N -0.643 -0.123 -1.904
N -0.762 0.981 -1.163
N 2.560 0.370 -2.069
O 3.510 -0.332 -0.127
O -0.574 0.767 1.479
O -2.031 -0.518 0.399
S 0.258 1.139 -0.048
H 0.448 -1.734 -2.091
H 1.149 -1.209 0.489
H -3.675 0.369 2.286
H -2.565 -0.426 3.269
H -2.362 1.403 3.107
H 1.869 -0.069 -2.535
H 3.461 0.254 -2.491
*
```

Quick look at relative energies in kJ/mol: w 119.7; x 0.0.

--- w ---
Entry from OMol25: a gas-phase ion, C3H3O4S (charge -1) (the ωB97M-V functional and the def2-TZVPD basis).

- SMILES string: O=C1C[C@@H]1S(=O)(=O)[O-]
- E_HOMO: -0.197 hartree
- Gap between HOMO and LUMO: 9.204 eV

Structure (ORCA input):
```
! wB97M-V def2-TZVPD RIJCOSX def2/J DEFGRID3
* xyz -1 1
C -0.687 1.040 0.593
C 0.036 0.204 -0.371
C 0.067 0.065 1.320
O -2.254 -0.972 1.033
O -1.288 2.067 0.754
O -0.283 -2.515 1.169
O -1.157 -1.250 3.228
S -1.045 -1.328 1.742
H -0.482 -0.607 -0.763
H 0.822 0.534 -0.874
H 1.058 -0.034 1.766
*
```

--- x ---
Entry from OMol25: 2 unconnected molecules or ions with the total composition C3H3O4S (the ωB97M-V functional and the def2-TZVPD basis).

- E_HOMO: -0.105 hartree
- Gap between HOMO and LUMO: 6.603 eV

Structure (ORCA input):
```
! wB97M-V def2-TZVPD RIJCOSX def2/J DEFGRID3
* xyz -1 1
C 0.696 -0.010 1.145
C 0.871 0.162 4.250
C -0.040 0.134 -0.178
O 0.116 0.343 2.183
O 0.470 -0.895 4.548
O 1.426 1.167 4.303
O 2.776 -0.871 -0.220
S 2.220 -0.795 1.199
H -0.043 -0.874 -0.764
H 0.360 1.009 -0.772
H -1.153 0.411 0.099
*
```

Quick look at relative energies in kJ/mol: w 172.6; x 0.0.

--- w ---
Entry from OMol25: 2 unconnected molecules or ions with the total composition C5H14S (the ωB97M-V functional and the def2-TZVPD basis).

- ⟨S²⟩: 0.753
- E_HOMO (spin up / spin down): -0.523 / -0.523 hartree
- Gap between HOMO and LUMO (spin up / spin down): 10.434 / 5.758 eV

Structure (ORCA input):
```
! wB97M-V def2-TZVPD RIJCOSX def2/J DEFGRID3
* xyz 1 2
C -1.560 -0.636 -0.930
C -1.354 -3.293 -0.085
S -0.462 -2.157 -1.168
H -1.224 -0.320 0.056
H -1.410 0.120 -1.692
H -2.561 -1.057 -0.950
H -0.566 -3.829 0.453
H -1.863 -4.011 -0.727
H -2.027 -2.817 0.621
C 0.917 1.964 -0.068
C 0.334 1.859 1.355
C 2.233 1.205 -0.127
H 0.201 1.621 -0.817
H 1.138 2.982 -0.404
H 1.047 2.075 2.143
H -0.088 0.866 1.510
H 3.151 1.704 0.178
H 2.196 0.237 0.387
H -0.535 2.520 1.445
H 2.433 0.966 -1.180
*
```

--- x ---
Entry from OMol25: 2 unconnected molecules or ions with the total composition C5H14S (the ωB97M-V functional and the def2-TZVPD basis).

- ⟨S²⟩: 0.753
- E_HOMO (spin up / spin down): -0.538 / -0.537 hartree
- Gap between HOMO and LUMO (spin up / spin down): 10.536 / 5.501 eV

Structure (ORCA input):
```
! wB97M-V def2-TZVPD RIJCOSX def2/J DEFGRID3
* xyz 1 2
C 0.831 -1.296 0.877
C 1.552 -0.389 1.851
C 1.404 -1.293 -0.548
H 0.737 -2.307 1.182
H -0.199 -0.911 0.795
H 1.849 0.486 1.294
H 1.370 -0.281 -0.954
H 2.488 -1.448 -0.555
H 0.911 -2.102 -1.080
H 0.940 -0.203 2.733
H 2.421 -0.868 2.260
C -1.981 0.971 -1.458
C -0.812 1.741 -0.685
S -2.890 -0.248 -0.559
H -2.614 1.780 -1.832
H -1.569 0.391 -2.288
H 0.066 1.513 -1.253
H -2.724 0.326 0.653
H -0.751 1.341 0.322
H -1.029 2.798 -0.754
*
```

Quick look at relative energies in kJ/mol: w 0.0; x 61.1.

--- w ---
Entry from OMol25: a molecular structure, C29H23N5O3SW (the ωB97M-V functional and the def2-TZVPD basis).

- E_HOMO: -0.504 hartree
- Gap between HOMO and LUMO: 6.813 eV

Structure (ORCA input):
```
! wB97M-V def2-TZVPD RIJCOSX def2/J DEFGRID3
* xyz 2 1
W 0.385 0.089 0.305
C 1.645 -0.497 4.582
C 1.487 -0.105 3.158
N 0.513 -0.467 2.381
N -0.476 -1.281 2.894
C -1.299 -1.570 1.954
O -1.053 -1.034 0.712
C -2.471 -2.413 2.099
C -2.729 -3.022 3.331
C -3.844 -3.823 3.474
C -4.702 -4.020 2.398
C -4.449 -3.415 1.174
C -3.334 -2.611 1.019
C 2.438 0.732 2.451
C 3.589 1.261 3.019
C 4.432 2.035 2.248
C 4.098 2.267 0.919
C 2.942 1.721 0.407
N 2.117 0.957 1.150
H 0.784 -1.064 4.919
H 1.765 0.388 5.209
H 2.542 -1.109 4.700
H -2.053 -2.863 4.159
H -4.048 -4.298 4.424
H -5.575 -4.648 2.514
H -5.122 -3.571 0.342
H -3.135 -2.134 0.069
H 3.812 1.054 4.056
H 5.336 2.452 2.670
H 4.727 2.865 0.276
H 2.669 1.886 -0.628
O 2.551 0.552 -2.764
S 1.531 -0.279 -2.221
O 1.833 -0.900 -0.860
N 0.252 0.554 -1.655
C -0.230 1.819 -2.062
C -0.413 2.297 -3.327
C -0.949 3.593 -3.509
C -1.299 4.372 -2.443
C -1.113 3.894 -1.121
C -1.431 4.626 0.043
C -1.182 4.087 1.281
C -0.601 2.822 1.373
N -0.314 2.084 0.303
C -0.568 2.615 -0.947
C 1.081 -1.531 -3.325
C 1.707 -1.571 -4.566
C 1.352 -2.585 -5.441
C 0.397 -3.521 -5.070
C -0.220 -3.463 -3.822
C 0.120 -2.462 -2.933
H -0.157 1.692 -4.187
H -1.089 3.962 -4.515
H -1.716 5.359 -2.592
H -1.864 5.614 -0.049
H -1.412 4.628 2.187
H -0.364 2.386 2.335
H 2.455 -0.836 -4.829
H 1.826 -2.645 -6.411
H 0.129 -4.311 -5.759
H -0.958 -4.202 -3.546
H -0.345 -2.409 -1.957
*
```

--- x ---
Entry from OMol25: a molecular structure, C29H23N5O3SW (the ωB97M-V functional and the def2-TZVPD basis).

- E_HOMO (spin up / spin down): -0.503 / -0.503 hartree
- Gap between HOMO and LUMO (spin up / spin down): 6.786 / 6.785 eV

Structure (ORCA input):
```
! wB97M-V def2-TZVPD RIJCOSX def2/J DEFGRID3
* xyz 2 1
W 0.082 0.348 -0.622
C -1.520 -1.091 3.337
C -0.851 -0.902 2.025
N -0.967 0.136 1.257
N -1.796 1.173 1.652
C -1.703 2.117 0.787
O -0.852 1.888 -0.277
C -2.396 3.387 0.817
C -3.299 3.646 1.853
C -3.956 4.859 1.892
C -3.713 5.813 0.909
C -2.814 5.559 -0.119
C -2.152 4.345 -0.170
C 0.042 -1.885 1.438
C 0.358 -3.101 2.035
C 1.201 -3.976 1.385
C 1.698 -3.618 0.135
C 1.357 -2.404 -0.411
N 0.551 -1.526 0.229
H -2.201 -0.273 3.543
H -0.768 -1.132 4.129
H -2.068 -2.034 3.353
H -3.475 2.897 2.614
H -4.656 5.069 2.688
H -4.228 6.764 0.948
H -2.629 6.308 -0.876
H -1.446 4.144 -0.963
H -0.062 -3.339 3.001
H 1.464 -4.925 1.832
H 2.346 -4.281 -0.421
H 1.716 -2.106 -1.386
O 2.309 2.461 -2.409
S 2.364 1.106 -1.985
O 2.150 0.806 -0.503
N 1.046 0.249 -2.403
C 0.284 0.087 -3.582
C 0.637 0.306 -4.880
C -0.294 0.010 -5.905
C -1.524 -0.512 -5.623
C -1.900 -0.762 -4.279
C -3.141 -1.306 -3.881
C -3.406 -1.514 -2.552
C -2.440 -1.174 -1.600
N -1.270 -0.639 -1.930
C -0.986 -0.448 -3.267
C 3.856 0.376 -2.475
C 4.508 0.941 -3.569
C 5.689 0.363 -4.003
C 6.202 -0.746 -3.343
C 5.549 -1.286 -2.239
C 4.366 -0.728 -1.794
H 1.610 0.708 -5.132
H -0.015 0.199 -6.932
H -2.222 -0.740 -6.417
H -3.880 -1.557 -4.632
H -4.345 -1.931 -2.220
H -2.626 -1.324 -0.543
H 4.108 1.824 -4.048
H 6.217 0.787 -4.845
H 7.131 -1.185 -3.680
H 5.979 -2.129 -1.717
H 3.872 -1.107 -0.910
*
```

Quick look at relative energies in kJ/mol: w 0.0; x 35.0.

--- w ---
Entry from OMol25: 2 unconnected molecules or ions with the total composition C3H4NO3 (the ωB97M-V functional and the def2-TZVPD basis).

- E_HOMO: -0.104 hartree
- Gap between HOMO and LUMO: 7.091 eV

Structure (ORCA input):
```
! wB97M-V def2-TZVPD RIJCOSX def2/J DEFGRID3
* xyz -1 1
C -1.094 0.804 -0.081
C -2.035 -0.045 -0.659
C 1.511 -0.512 0.522
N 1.253 0.648 -0.171
O -2.531 -0.782 -1.471
O 1.539 0.724 -1.430
O -1.945 -0.216 0.799
H -1.489 1.855 0.174
H 1.720 -1.448 -0.075
H 0.693 -0.721 1.269
H 2.379 -0.307 1.123
*
```

--- x ---
Entry from OMol25: 2 unconnected molecules or ions with the total composition C3H4NO3 (the ωB97M-V functional and the def2-TZVPD basis).

- E_HOMO (spin up / spin down): -0.102 / -0.103 hartree
- Gap between HOMO and LUMO (spin up / spin down): 6.694 / 6.697 eV

Structure (ORCA input):
```
! wB97M-V def2-TZVPD RIJCOSX def2/J DEFGRID3
* xyz -1 1
C -0.001 -0.791 -0.461
C -0.891 -0.103 1.511
C -0.038 0.847 0.904
N 0.540 0.425 -0.243
O -0.931 -1.218 0.551
O -1.191 -0.197 2.676
O 0.453 0.890 -2.430
H 0.792 -1.601 -0.322
H -0.447 -0.828 -1.446
H 0.358 1.734 1.369
H 1.357 0.842 -2.108
*
```

Quick look at relative energies in kJ/mol: w 284.8; x 0.0.

--- w ---
Entry from OMol25: C6H12OS in the gas phase (the ωB97M-V functional and the def2-TZVPD basis).

- SMILES string: CC[C@@]1(O)C[C@@H]1SC
- E_HOMO: -0.322 hartree
- Gap between HOMO and LUMO: 9.594 eV

Structure (ORCA input):
```
! wB97M-V def2-TZVPD RIJCOSX def2/J DEFGRID3
* xyz 0 1
C 1.576 0.794 -1.227
C 1.432 0.983 0.317
C 0.443 -0.015 0.868
C -0.354 0.270 2.091
C -1.006 0.315 0.714
C -1.878 -1.279 -1.392
H 2.346 1.523 -1.595
H 1.894 -0.276 -1.444
H 0.631 1.007 -1.797
H 2.364 0.728 0.861
H 1.207 2.045 0.554
H 0.096 -1.939 0.672
H -0.266 1.232 2.557
H -0.568 -0.573 2.699
H -1.181 1.304 0.343
H -0.760 -1.310 -1.585
H -2.409 -2.071 -1.806
H -2.314 -0.360 -1.868
O 0.887 -1.342 0.616
S -2.141 -1.036 0.422
*
```

--- x ---
Entry from OMol25: C6H12OS in the gas phase (the ωB97M-V functional and the def2-TZVPD basis).

- SMILES string: CC(C)(O)C1(S)CC1
- E_HOMO: -0.331 hartree
- Gap between HOMO and LUMO: 9.736 eV

Structure (ORCA input):
```
! wB97M-V def2-TZVPD RIJCOSX def2/J DEFGRID3
* xyz 0 1
C 1.006 1.662 -0.424
C 1.035 0.322 0.030
C 1.299 0.295 1.534
C -0.334 -0.278 -0.138
C -0.775 -1.052 -1.408
C -0.510 -1.665 -0.036
H 0.592 2.332 0.400
H 0.440 1.937 -1.468
H 2.017 1.967 -0.492
H 2.218 1.016 1.809
H 0.248 0.555 1.983
H 1.741 -0.641 1.884
H 1.947 -0.269 -1.592
H -1.870 -0.029 1.776
H -0.017 -1.426 -2.243
H -1.912 -1.026 -1.652
H 0.576 -2.035 -0.003
H -1.396 -1.971 0.499
O 1.961 -0.386 -0.686
S -1.913 0.436 0.452
*
```

Quick look at relative energies in kJ/mol: w 0.0; x 194.8.

--- w ---
Entry from OMol25: C19H25N3O3 in the gas phase (the ωB97M-V functional and the def2-TZVPD basis).

- SMILES string: CCCCC(=O)N1CCC[C@H](c2nc(-c3cccc(OC)c3)no2)C1
- E_HOMO: -0.315 hartree
- Gap between HOMO and LUMO: 9.355 eV

Structure (ORCA input):
```
! wB97M-V def2-TZVPD RIJCOSX def2/J DEFGRID3
* xyz 0 1
C 6.422 -1.884 -2.219
C 5.253 -2.705 -2.748
C 3.912 -2.123 -2.308
C 2.735 -2.948 -2.839
C 1.410 -2.303 -2.474
O 0.827 -1.585 -3.264
N 0.894 -2.556 -1.243
C 1.500 -3.296 -0.162
H 2.415 -3.783 -0.491
C 1.796 -2.362 1.015
C 0.515 -1.673 1.472
H 0.730 -0.967 2.277
H -0.192 -2.416 1.848
C -0.119 -0.933 0.285
C -1.400 -0.316 0.700
N -1.654 0.942 0.863
C -2.962 0.951 1.274
N -3.465 -0.254 1.355
O -2.458 -1.090 0.984
C -3.689 2.164 1.586
C -5.018 2.100 2.007
C -5.686 3.270 2.300
C -5.058 4.502 2.182
C -3.733 4.569 1.763
C -3.052 3.390 1.465
H -2.026 3.437 1.138
O -3.020 5.718 1.614
C -3.650 6.944 1.894
H -2.898 7.710 1.706
H -3.972 7.003 2.939
H -4.510 7.115 1.238
H -5.612 5.397 2.420
H -6.715 3.235 2.626
H -5.497 1.139 2.095
H 0.543 -0.131 -0.050
C -0.351 -1.926 -0.865
H -0.742 -1.411 -1.745
H -1.066 -2.692 -0.544
H 2.226 -2.937 1.836
H 2.522 -1.608 0.706
H 0.795 -4.072 0.163
H 2.780 -2.959 -3.929
H 2.792 -3.978 -2.487
H 3.819 -1.102 -2.683
H 3.882 -2.081 -1.217
H 5.294 -2.733 -3.839
H 5.339 -3.733 -2.387
H 6.414 -1.862 -1.131
H 7.368 -2.309 -2.546
H 6.363 -0.860 -2.582
*
```

--- x ---
Entry from OMol25: C19H25N3O3 in the gas phase (the ωB97M-V functional and the def2-TZVPD basis).

- SMILES string: CC(C)[C@H](C)NC(=O)CN1C(=O)N[C@@]2(CCc3ccccc3C2)C1=O
- E_HOMO: -0.337 hartree
- Gap between HOMO and LUMO: 9.774 eV

Structure (ORCA input):
```
! wB97M-V def2-TZVPD RIJCOSX def2/J DEFGRID3
* xyz 0 1
C 2.259 1.475 1.998
H 1.780 1.959 2.847
H 1.580 0.721 1.605
H 3.158 0.972 2.346
C 2.597 2.500 0.916
C 1.322 3.171 0.407
H 0.679 2.459 -0.105
H 0.768 3.588 1.246
H 1.553 3.984 -0.276
H 3.240 3.268 1.358
C 3.413 1.824 -0.206
N 2.693 0.705 -0.778
C 3.097 -0.567 -0.648
O 4.127 -0.915 -0.114
C 2.119 -1.579 -1.282
N 0.918 -1.740 -0.491
C -0.079 -0.828 -0.355
O -0.114 0.262 -0.883
C -1.132 -1.450 0.559
N -0.548 -2.747 0.810
C 0.643 -2.938 0.201
O 1.337 -3.916 0.203
H -0.975 -3.450 1.387
C -2.480 -1.572 -0.161
C -3.201 -0.256 -0.277
C -4.210 -0.130 -1.226
C -4.927 1.043 -1.351
C -4.636 2.115 -0.522
C -3.633 1.997 0.419
C -2.908 0.818 0.557
C -1.796 0.761 1.566
C -1.330 -0.660 1.859
H -0.396 -0.643 2.426
H -2.080 -1.184 2.457
H -0.960 1.345 1.174
H -2.116 1.237 2.496
H -3.398 2.833 1.062
H -5.189 3.038 -0.612
H -5.707 1.124 -2.093
H -4.431 -0.967 -1.872
H -3.104 -2.271 0.408
H -2.332 -2.002 -1.155
H 2.604 -2.557 -1.314
H 1.849 -1.249 -2.289
H 1.781 0.896 -1.172
C 3.816 2.793 -1.317
H 4.304 3.667 -0.896
H 2.945 3.113 -1.883
H 4.507 2.303 -1.998
H 4.318 1.397 0.241
*
```

Quick look at relative energies in kJ/mol: w 308.1; x 0.0.

--- w ---
Entry from OMol25: N2 in the gas phase (the ωB97M-V functional and the def2-TZVPD basis).

- SMILES string: N#N
- E_HOMO: -0.543 hartree
- Gap between HOMO and LUMO: 16.484 eV

Structure (ORCA input):
```
! wB97M-V def2-TZVPD RIJCOSX def2/J DEFGRID3
* xyz 0 1
N 0.000 0.000 0.558
N 0.000 0.000 -0.558
*
```

--- x ---
Entry from OMol25: N2 in the gas phase (the ωB97M-V functional and the def2-TZVPD basis).

- SMILES string: N#N
- E_HOMO: -0.474 hartree
- Gap between HOMO and LUMO: 11.332 eV

Structure (ORCA input):
```
! wB97M-V def2-TZVPD RIJCOSX def2/J DEFGRID3
* xyz 0 1
N 0.043 -0.190 0.722
N -0.043 0.190 -0.722
*
```

Quick look at relative energies in kJ/mol: w 0.0; x 547.9.